The following is a quantum chemistry calculation of CH7N3O2 in the gas phase at a distorted geometry, from the OMol25 dataset.

- SMILES: CNN(O)NO
- HOMO energy: -7.5 eV
- Molecular weight: 93.1 g mol⁻¹
- Electronic energy: -356.76495 Ha

The geometry in XYZ format:
```
13
Properties=species:S:1:pos:R:3:lowdin_charge:R:1
C -1.7907 -0.6808 -0.3601 -0.090
N -0.6556 0.2142 -0.3353 -0.172
N -0.0811 0.3560 0.8662 -0.070
O 0.1371 1.7402 1.0480 -0.039
N 1.4718 -0.2944 0.3278 -0.153
O 2.6750 -0.0856 -0.3644 -0.102
H -2.6568 -0.2210 0.1201 0.074
H -1.5642 -1.5964 0.1903 0.075
H -2.0133 -0.9344 -1.3946 0.081
H 0.0088 0.5103 -1.0873 0.153
H 0.6589 1.7853 1.8590 0.095
H 1.2849 -1.2959 0.2491 0.077
H 2.5253 0.5025 -1.1189 0.071
```